Record 1
C29H48BrN3P2PdS as an isolated structure in a non-equilibrium geometry, computed with the ωB97M-V functional and the def2-TZVPD basis.

Summary:
Gap between HOMO and LUMO (alpha / beta) = 6.70 / 4.51 eV
Lowest unoccupied orbital energy (alpha / beta) = -11.86 / -14.27 eV
Spin multiplicity = 5
⟨S²⟩ = 6.09
Total charge = +4

Last column: Löwdin charge in e.
CARTESIAN COORDINATES (ANGSTROEM)
N -6.912 5.212 -5.996  0.33
C -6.584 5.743 -4.812  0.02
C -5.547 5.223 -4.026  0.07
C -4.841 4.080 -4.480  -0.15
C -5.229 3.530 -5.719  0.06
C -6.269 4.128 -6.440  0.02
C -3.778 3.452 -3.710  0.06
Pd 1.022 0.091 -0.391  0.46
P 4.890 -0.649 -1.084  1.17
C -3.013 2.424 -4.198  0.04
C -2.191 1.671 -3.326  -0.17
C -1.030 1.039 -3.832  0.04
C 0.001 0.791 -2.940  -0.08
C -0.304 0.933 -1.587  -0.33
C -1.485 1.424 -1.046  -0.11
C -2.491 1.713 -1.949  0.02
Br 1.606 -1.274 1.775  0.41
H -3.615 3.861 -2.705  0.15
H -2.955 2.195 -5.264  0.14
H -5.281 5.692 -3.081  0.15
H -4.742 2.647 -6.131  0.13
H -7.154 6.617 -4.472  0.17
H -6.567 3.698 -7.401  0.17
H -0.923 0.859 -4.905  0.15
H -3.474 2.042 -1.605  0.14
H 1.003 0.477 -3.219  0.12
H -1.617 1.534 0.031  0.08
P -0.344 -1.775 -0.985  0.97
C 4.300 1.031 -0.805  -0.40
C 5.498 1.964 -1.069  -0.12
H 3.909 1.133 0.219  0.07
H 3.467 1.179 -1.509  0.06
H 5.313 2.968 -0.677  0.09
H 6.399 1.559 -0.591  0.08
H 5.706 2.040 -2.145  0.09
C 4.255 -1.165 -2.696  -0.37
C 5.258 -2.153 -3.310  -0.12
H 4.138 -0.265 -3.326  0.10
H 3.271 -1.626 -2.532  0.05
H 5.047 -2.295 -4.375  0.09
H 6.287 -1.786 -3.203  0.08
H 5.199 -3.131 -2.813  0.09
C 4.291 -1.848 0.107  -0.44
C 5.179 -1.908 1.350  -0.13
H 4.181 -2.840 -0.358  0.11
H 3.283 -1.451 0.358  -0.11
H 4.711 -2.536 2.111  0.08
H 6.155 -2.330 1.088  0.09
H 5.339 -0.913 1.777  0.08
C -0.492 -3.091 0.294  -0.44
C -1.470 -4.212 -0.058  -0.10
H -0.784 -2.588 1.232  0.05
H 0.523 -3.484 0.471  0.06
H -2.484 -3.973 0.284  0.07
H -1.494 -4.425 -1.138  0.08
H -1.155 -5.127 0.457  0.10
C 0.638 -2.516 -2.342  -0.35
C -0.001 -2.587 -3.723  -0.10
H 0.945 -3.510 -1.991  0.11
H 1.539 -1.892 -2.394  0.02
H -0.933 -3.167 -3.735  0.08
H -0.204 -1.587 -4.131  0.06
H 0.703 -3.083 -4.406  0.10
C -2.048 -1.668 -1.679  -0.34
C -3.147 -1.436 -0.636  -0.11
H -2.257 -2.596 -2.234  0.10
H -2.048 -0.858 -2.423  0.06
H -3.946 -0.842 -1.099  0.09
H -3.586 -2.385 -0.309  0.08
H -2.792 -0.888 0.247  0.07
S 0.905 2.138 0.901  0.80
C 0.545 1.622 2.502  -0.76
N -0.647 1.101 2.860  0.05
C -0.774 0.128 3.953  -0.16
C 0.182 0.492 5.075  -0.14
C 1.566 0.738 4.530  -0.17
N 1.483 1.751 3.463  0.05
H -1.321 1.004 2.104  0.12
H -0.561 -0.876 3.555  0.09
H -1.814 0.141 4.287  0.14
H 0.202 -0.313 5.818  0.14
H -0.184 1.391 5.583  0.14
H 1.974 -0.182 4.093  0.05
H 2.265 1.115 5.278  0.14
H 2.377 2.123 3.128  0.15



Record 2
C29H48Cl8N3O3 as an isolated structure in a non-equilibrium geometry, computed with the ωB97M-V functional and the def2-TZVPD basis.

Summary:
Gap between HOMO and LUMO = 7.59 eV
Lowest unoccupied orbital energy = -2.39 eV
Total charge = +1

Last column: Löwdin charge in e.
CARTESIAN COORDINATES (ANGSTROEM)
C 5.200 2.441 1.622  -0.31
C 3.732 2.567 1.887  -0.13
C 2.678 3.404 0.896  -0.12
C 1.194 2.751 1.140  -0.25
O 0.216 3.821 1.384  -0.16
C -1.173 3.346 1.313  -0.11
C -1.550 2.477 -0.026  -0.20
C -2.873 3.072 -0.846  -0.09
C -4.220 3.123 0.139  -0.18
N -4.794 1.758 0.447  -0.13
C -5.856 1.345 -0.589  -0.23
C -5.266 0.411 -1.801  -0.13
C -5.607 1.809 1.758  -0.28
C -5.653 0.593 2.866  -0.04
O -6.385 2.890 2.036  -0.05
N -0.365 2.185 -0.942  -0.05
C 0.081 3.353 -1.788  -0.09
C -0.227 3.221 -3.391  -0.14
N -0.763 2.138 -4.042  0.06
C 0.734 1.648 0.000  -0.16
C 1.976 0.926 -0.790  -0.07
C 1.647 -0.588 -1.353  -0.33
C 2.850 -0.915 -2.468  -0.07
O 1.777 -1.654 -0.326  -0.16
C 0.479 -1.972 0.288  -0.20
C 0.205 -3.562 0.567  -0.11
C 0.252 -4.719 -0.596  -0.25
C -0.100 -6.268 -0.146  -0.10
C -0.509 -6.671 1.412  -0.06
C -0.532 -5.515 2.581  -0.06
C -0.179 -3.969 2.143  -0.02
H 5.599 1.896 0.659  0.05
H 5.915 2.871 2.472  -0.11
H 3.333 1.991 2.852  0.12
H 2.645 4.506 1.351  0.15
H 3.030 3.444 -0.219  0.10
H 1.270 2.141 2.164  0.16
H -1.863 4.306 1.388  0.15
H -1.379 2.712 2.288  0.16
H -1.905 1.408 0.369  0.17
H -2.672 4.120 -1.326  0.12
H -3.128 2.267 -1.668  0.11
H -3.983 3.628 1.192  0.13
H -5.088 3.791 -0.333  0.14
H -6.632 0.668 0.011  0.14
H -6.473 2.248 -1.005  0.13
H -4.907 1.165 -2.654  0.08
H -4.415 -0.321 -1.469  0.05
H -6.187 -0.222 -2.217  0.10
H -6.794 0.329 3.096  0.11
H -5.165 -0.404 2.494  0.08
H -5.190 0.883 3.918  0.10
H -0.646 1.349 -1.524  0.18
H 1.247 3.588 -1.684  0.15
H -0.459 4.347 -1.423  0.16
H 0.025 4.174 -4.065  0.14
H -0.808 2.402 -5.058  0.06
H 0.186 0.780 0.611  0.15
H 2.975 0.849 -0.185  0.14
H 2.232 1.577 -1.757  0.13
H 0.645 -0.634 -1.958  0.15
H 3.913 -1.012 -1.936  0.11
H 2.621 -1.997 -2.896  0.10
H 2.848 -0.140 -3.347  0.09
H -0.455 -1.571 -0.327  0.13
H 0.440 -1.377 1.321  0.12
H 0.527 -4.431 -1.705  0.05
H -0.091 -7.079 -1.000  0.07
H -0.788 -7.776 1.692  0.02
H -0.812 -5.776 3.703  0.09
H -0.205 -3.103 2.963  0.09
C 7.707 4.571 -1.010  -0.99
Cl 9.089 4.803 0.068  0.52
Cl 6.319 3.916 -0.132  0.61
H 7.430 5.534 -1.445  0.03
H 7.987 3.874 -1.803  0.03
C -2.568 -10.271 -0.036  -1.00
Cl -1.709 -10.329 1.508  0.52
Cl -2.431 -8.673 -0.780  0.53
H -2.138 -11.015 -0.710  0.03
H -3.623 -10.495 0.136  0.03
C -2.826 -4.193 -3.234  -0.97
Cl -3.635 -2.632 -3.045  0.50
Cl -1.580 -4.417 -2.000  0.67
H -3.567 -4.991 -3.140  0.03
H -2.361 -4.236 -4.222  0.03
C 8.441 1.474 4.282  -0.97
Cl 8.019 1.363 5.995  0.51
Cl 7.045 1.958 3.312  0.66
H 9.234 2.215 4.158  0.03
H 8.792 0.498 3.938  0.03



Record 3
C29H48N3O2PtSbSi3 as an isolated structure, computed with the ωB97M-V functional and the def2-TZVPD basis.

Summary:
Gap between HOMO and LUMO = 6.06 eV
Lowest unoccupied orbital energy = 0.21 eV

Last column: Löwdin charge in e.
CARTESIAN COORDINATES (ANGSTROEM)
Pt -0.775 1.035 0.788  0.68
O -6.008 -1.965 -1.548  -0.05
C -5.202 -2.749 -0.686  -0.20
C -3.765 -2.340 -0.823  -0.18
C -2.762 -3.110 -0.260  0.00
C -1.450 -2.677 -0.356  -0.12
N -1.084 -1.533 -0.928  0.11
C -2.061 -0.798 -1.465  -0.25
C -3.398 -1.166 -1.461  0.03
C -1.679 0.508 -2.069  -0.21
C -2.041 0.811 -3.377  0.05
C -1.735 2.049 -3.914  -0.18
C -2.118 2.415 -5.326  -0.21
O -2.381 1.301 -6.153  -0.05
C -1.070 2.959 -3.098  -0.02
C -0.743 2.593 -1.811  -0.15
N -1.031 1.389 -1.297  -0.11
H -6.931 -2.118 -1.331  0.09
H -5.297 -3.816 -0.919  0.13
H -5.490 -2.608 0.361  0.11
H -2.988 -4.031 0.263  0.12
H -0.652 -3.278 0.066  0.10
H -4.150 -0.530 -1.906  0.13
H -2.561 0.070 -3.969  0.13
H -1.343 3.060 -5.755  0.13
H -3.042 2.996 -5.305  0.14
H -1.561 0.816 -6.291  0.10
H -0.801 3.944 -3.458  0.12
H -0.233 3.271 -1.139  0.10
C 3.010 3.127 -2.058  -0.22
Si 2.875 1.263 -1.891  0.31
C 1.861 0.566 -3.304  -0.20
C 4.604 0.540 -1.963  -0.22
Sb 1.758 0.677 0.340  0.84
Si 2.515 -1.756 0.595  0.31
C 4.332 -1.808 1.057  -0.22
C 2.237 -2.605 -1.050  -0.22
C 1.501 -2.585 1.925  -0.22
Si 3.107 2.066 2.000  0.29
C 4.924 2.150 1.542  -0.22
C 2.901 1.320 3.700  -0.22
C 2.337 3.770 1.949  -0.23
H 3.476 3.383 -3.014  0.04
H 3.627 3.553 -1.263  0.02
H 2.033 3.611 -2.020  0.01
H 2.379 0.735 -4.252  0.04
H 0.881 1.041 -3.361  0.00
H 1.704 -0.508 -3.187  0.02
H 5.095 0.854 -2.889  0.04
H 4.587 -0.551 -1.951  0.01
H 5.218 0.877 -1.127  0.01
H 4.956 -1.317 0.309  0.01
H 4.666 -2.845 1.148  0.04
H 4.505 -1.318 2.018  0.02
H 2.904 -2.226 -1.825  0.01
H 1.206 -2.455 -1.378  0.00
H 2.419 -3.679 -0.950  0.04
H 1.862 -2.316 2.919  0.03
H 1.576 -3.672 1.824  0.04
H 0.448 -2.303 1.873  0.01
H 5.371 1.156 1.492  0.02
H 5.469 2.726 2.295  0.03
H 5.073 2.640 0.578  0.01
H 3.265 0.291 3.743  0.02
H 1.849 1.317 3.989  0.02
H 3.458 1.905 4.437  0.04
H 2.449 4.232 0.965  0.02
H 2.799 4.429 2.688  0.03
H 1.269 3.697 2.169  0.03
C -0.258 -0.657 4.110  -0.09
C -1.596 -1.111 3.610  -0.26
C -2.161 -2.311 4.011  -0.08
C -3.443 -2.680 3.622  -0.12
C -4.174 -1.801 2.832  -0.10
C -3.643 -0.602 2.384  -0.25
C -4.444 0.354 1.551  -0.07
C -2.314 -0.260 2.737  -0.40
N -1.779 0.933 2.326  -0.20
H 0.197 -1.406 4.761  0.08
H -0.360 0.279 4.667  0.08
H 0.422 -0.442 3.282  0.01
H -1.589 -2.960 4.666  0.10
H -3.876 -3.613 3.959  0.09
H -5.199 -2.045 2.566  0.09
H -5.434 -0.050 1.330  0.07
H -3.936 0.584 0.611  0.04
H -4.565 1.310 2.068  0.08



Record 4
C29H48NOP3PdS as an isolated structure in a non-equilibrium geometry, computed with the ωB97M-V functional and the def2-TZVPD basis.

Summary:
Gap between HOMO and LUMO (alpha / beta) = 7.01 / 4.74 eV
Lowest unoccupied orbital energy (alpha / beta) = -10.31 / -14.36 eV
Spin multiplicity = 5
⟨S²⟩ = 6.04
Total charge = +4

Last column: Löwdin charge in e.
CARTESIAN COORDINATES (ANGSTROEM)
Pd -0.015 -0.228 -0.743  0.44
P 0.370 -2.260 -1.635  0.70
P 2.402 -0.087 0.227  0.78
P -2.261 0.400 -1.108  0.75
H 1.515 2.125 -1.218  0.05
C 0.452 2.120 -0.946  -0.15
C 0.049 2.178 0.372  -0.07
H 0.764 2.164 1.193  0.04
C 1.163 -1.808 -3.193  -0.23
C 1.450 -3.524 -0.884  -0.22
C -1.165 -3.155 -2.007  -0.23
C 3.047 1.379 1.123  -0.24
C 3.001 -1.393 1.385  -0.25
C 3.623 -0.191 -1.137  -0.25
C -2.962 2.038 -0.723  -0.22
C -3.561 -0.773 -0.606  -0.23
C -2.410 0.417 -2.920  -0.27
H -0.231 2.352 -1.772  0.06
H -0.987 2.349 0.659  0.04
H 1.086 -2.654 -3.897  0.09
H 2.213 -1.524 -3.041  0.04
H 0.648 -0.902 -3.543  0.01
H 1.320 -4.449 -1.467  0.08
H 1.153 -3.690 0.163  0.04
H 2.498 -3.191 -0.931  0.05
H -0.890 -4.098 -2.505  0.08
H -1.808 -2.542 -2.661  0.04
H -1.704 -3.365 -1.071  0.05
H 4.142 1.319 1.209  0.08
H 2.620 1.412 2.131  0.05
H 2.777 2.293 0.591  0.05
H 4.098 -1.371 1.432  0.08
H 2.678 -2.386 1.066  0.01
H 2.593 -1.201 2.385  0.02
H 4.632 0.035 -0.753  0.08
H 3.358 0.552 -1.896  0.05
H 3.628 -1.189 -1.589  0.03
H -3.871 2.171 -1.329  0.08
H -2.240 2.826 -0.972  0.05
H -3.219 2.092 0.341  0.05
H -4.502 -0.492 -1.100  0.08
H -3.686 -0.725 0.483  0.04
H -3.284 -1.799 -0.899  0.03
H -3.358 0.877 -3.225  0.08
H -2.339 -0.603 -3.317  0.04
H -1.566 0.996 -3.307  0.02
C -0.800 0.589 -6.150  -0.19
C -0.098 0.306 -7.336  0.07
C -0.113 1.261 -8.357  0.04
C -0.821 2.465 -8.211  0.07
C -1.569 2.687 -7.054  0.03
C -1.614 1.729 -6.048  0.06
O -0.658 -0.136 -4.983  0.04
H -0.169 -0.977 -5.114  0.12
H 0.475 -0.623 -7.436  0.15
H 0.452 1.083 -9.273  0.15
H -0.796 3.223 -9.001  0.16
H -2.129 3.615 -6.918  0.15
H -2.202 1.868 -5.142  0.12
N -0.712 -1.036 1.277  -0.26
S -0.095 -0.788 2.720  1.12
C -0.882 0.634 3.476  -0.41
C -2.230 0.887 3.220  -0.07
C -2.839 2.009 3.792  -0.02
C -2.107 2.854 4.629  0.00
C -0.762 2.590 4.894  -0.01
C -0.138 1.480 4.322  -0.06
C -0.626 -2.123 3.812  -0.35
C -0.894 -1.908 5.176  -0.03
C -1.255 -2.980 6.005  0.00
C -1.339 -4.278 5.489  0.01
C -1.058 -4.496 4.136  -0.01
C -0.693 -3.428 3.304  -0.07
H -1.423 -1.767 1.325  0.04
H -2.781 0.194 2.579  0.11
H -3.890 2.205 3.585  0.13
H -2.592 3.713 5.090  0.14
H -0.191 3.239 5.556  0.14
H 0.912 1.245 4.515  0.13
H -0.822 -0.902 5.582  0.12
H -1.469 -2.801 7.062  0.14
H -1.616 -5.113 6.137  0.14
H -1.119 -5.508 3.728  0.13
H -0.461 -3.607 2.256  0.09



Record 5
C29H49BrNO3SSiY as an isolated structure, computed with the ωB97M-V functional and the def2-TZVPD basis.

Summary:
Gap between HOMO and LUMO = 8.23 eV
Lowest unoccupied orbital energy = -6.41 eV
Total charge = +2

Last column: Löwdin charge in e.
CARTESIAN COORDINATES (ANGSTROEM)
Y 0.040 -0.700 0.262  1.47
C 1.242 -4.718 1.153  -0.01
C 1.345 -3.327 1.733  -0.19
C 2.213 -2.362 1.187  -0.25
C 3.241 -2.780 0.156  -0.04
C 2.284 -1.067 1.768  -0.28
C 3.309 -0.078 1.244  -0.02
C 1.566 -0.792 2.957  -0.19
C 1.664 0.567 3.611  -0.01
C 0.842 -1.821 3.582  -0.18
C 0.256 -1.643 4.956  -0.01
C 0.672 -3.047 2.936  -0.19
C -0.221 -4.078 3.566  -0.02
H 0.225 -4.948 0.827  0.08
H 1.497 -5.461 1.910  0.11
H 1.904 -4.880 0.311  0.07
H 2.840 -3.397 -0.643  0.08
H 3.999 -3.383 0.664  0.12
H 3.762 -1.938 -0.294  0.07
H 3.197 0.909 1.677  0.07
H 3.285 0.039 0.157  0.07
H 4.312 -0.430 1.496  0.12
H 1.684 1.375 2.882  0.06
H 2.576 0.646 4.207  0.12
H 0.822 0.760 4.270  0.08
H -0.821 -1.457 4.922  0.09
H 0.720 -0.831 5.507  0.09
H 0.394 -2.550 5.543  0.10
H 0.288 -4.581 4.392  0.12
H -0.531 -4.847 2.865  0.08
H -1.117 -3.617 3.983  0.09
Br -5.836 -3.291 3.055  0.89
C -4.166 -2.699 2.479  -0.67
C -3.490 -3.374 1.470  -0.07
C -2.259 -2.892 1.082  -0.13
N -1.678 -1.809 1.622  -0.09
C -2.349 -1.164 2.588  -0.17
C -3.581 -1.576 3.052  -0.06
H -3.911 -4.252 1.002  0.12
H -1.698 -3.418 0.312  0.12
H -1.877 -0.282 3.005  0.11
H -4.079 -1.026 3.837  0.12
C 1.225 0.825 -3.919  0.01
C 0.822 -0.149 -2.830  -0.58
C 1.996 -1.006 -2.401  -0.03
C -0.361 -1.027 -3.207  0.00
O 0.445 0.587 -1.570  -0.36
Si -0.736 1.862 -1.419  -0.10
S -1.689 1.160 0.346  0.41
O -1.601 1.788 -2.759  -0.16
C -2.812 2.473 -3.245  -0.60
C -3.839 1.385 -3.500  -0.02
C -3.289 3.457 -2.190  -0.03
C -2.404 3.180 -4.523  -0.01
O -0.003 3.277 -1.272  -0.12
C 1.152 3.817 -0.581  -0.61
C 2.403 3.424 -1.349  -0.01
C 0.962 5.322 -0.574  -0.01
C 1.191 3.265 0.838  -0.05
H 1.561 0.259 -4.790  0.11
H 2.050 1.452 -3.585  0.09
H 0.392 1.453 -4.218  0.09
H 2.324 -1.651 -3.216  0.12
H 1.712 -1.700 -1.586  0.05
H 2.840 -0.400 -2.073  0.10
H -0.099 -1.686 -4.035  0.11
H -1.231 -0.436 -3.474  0.08
H -0.646 -1.690 -2.369  0.08
H -4.084 0.865 -2.572  0.09
H -3.465 0.664 -4.229  0.09
H -4.755 1.821 -3.899  0.10
H -3.595 2.937 -1.280  0.07
H -4.150 4.012 -2.562  0.11
H -2.505 4.179 -1.953  0.09
H -2.001 2.468 -5.245  0.09
H -1.650 3.940 -4.316  0.10
H -3.269 3.666 -4.974  0.10
H 2.362 3.810 -2.367  0.10
H 2.511 2.338 -1.386  0.06
H 3.287 3.839 -0.862  0.10
H 0.890 5.695 -1.595  0.10
H 1.807 5.809 -0.086  0.10
H 0.050 5.590 -0.040  0.10
H 1.388 2.184 0.812  0.03
H 0.248 3.435 1.355  0.09
H 2.000 3.728 1.406  0.11



| no. | electronic energy (Eh) |
| --- | --- |
| 1 | -5079.2770 |
| 2 | -5204.2205 |
| 3 | -2676.6895 |
| 4 | -2812.3562 |
| 5 | -4714.7267 |